85
Properties=species:S:1:pos:R:3 method="wB97M-V/def2-TZVPD" charge=-2 multiplicity=1 homo_lumo_gap_ev=6.5 de_lowest_ev=1.6587 e_tot_ha=-7572.30151 e_homo_ev=-3.1 molar_mass_g_mol=1227.129
I -3.13222 -0.28514 2.81745
Cl -3.99528 -1.48294 -2.38768
C 2.30810 -4.61144 -2.93422
C 0.80511 -4.63445 -2.87347
N 3.85746 0.74430 1.30772
C 5.59643 -0.85470 4.12280
H 3.57419 2.44200 -3.99969
H 1.11186 2.38373 -3.75289
O 0.29409 -2.94975 0.36937
C -2.83436 -1.53962 -3.73752
O -2.01667 1.95605 -0.05280
C -3.28298 5.29929 0.45640
C 1.17209 1.91592 -1.66534
H 4.25474 -5.95842 0.32640
H 3.69134 -5.08951 4.47841
H 1.65401 -5.71819 -5.48742
H 4.96984 1.87728 -2.00238
C -2.26368 4.38302 -1.48641
H 0.46126 -5.36191 -2.13432
C 5.09568 -4.50659 -2.96082
C -1.50041 -1.34718 -3.45995
H 6.09866 2.05363 1.65593
H 7.29317 -0.07715 5.18434
C 3.00199 -4.69019 -4.14244
Br -4.40791 7.93776 0.46408
C 5.98983 1.23046 2.35088
C -3.51398 6.43343 -0.29570
H -1.50355 1.14541 4.33640
H 1.79498 -3.58174 3.86026
O 0.35921 -2.32142 2.51572
H 2.97777 -4.86117 -6.28136
C 6.87055 1.05774 3.41383
N -2.46716 5.48929 -2.20472
C 4.39567 -4.64724 -4.14682
C -2.47235 -1.82620 -6.08414
H -0.86768 -0.53291 4.10613
C -1.27056 0.35537 3.63402
C 3.11725 2.22194 -3.04312
H 7.71119 1.72991 3.53341
C 3.02615 -4.48649 -1.72603
I 0.19313 1.03268 2.28469
H 1.39334 -3.85773 -0.58341
C 1.97654 -3.89389 1.78532
C 4.90657 0.38005 2.19628
C -1.11012 -1.62973 -5.86280
H 4.97002 -4.26222 -0.83791
C 1.75371 2.19615 -2.90333
C 2.36099 -4.10811 3.10186
C -2.64172 4.23422 -0.15718
C 4.09299 -5.60265 2.42654
H -1.77467 3.55420 -1.98318
Rb -1.27032 -0.82036 -0.38973
H 1.61039 -3.96337 -5.62194
H 5.44406 -1.66736 4.82289
C 2.26907 -4.81577 -5.45352
Cl 1.05784 -1.10206 -4.31809
Cl -5.05483 -2.00020 -5.28699
H 0.08075 1.89654 -1.58061
H 4.14125 -1.57700 2.72037
C 4.42140 -4.42042 -1.75501
C 2.69063 -4.54718 0.75160
H -3.26329 7.39621 -2.20106
C -3.09222 6.50181 -1.61225
C 3.25608 1.60471 -0.76284
C 3.41287 -4.94600 3.44164
C 6.64413 0.04133 4.32506
C 0.77738 -2.96935 1.54384
O -2.47693 3.04941 1.86780
N 4.23414 1.13743 0.21062
H 0.40238 -3.66382 -2.56946
N 1.92067 1.61909 -0.58891
H 4.90569 -6.28098 2.66275
C -2.35094 2.94679 0.63756
Cl -3.06314 -2.12462 -7.68591
C 3.73805 -5.41172 1.10268
C 4.73497 -0.72969 3.04459
N 2.28183 -4.38024 -0.55809
C -0.67611 -1.39043 -4.56203
H 4.92614 -4.70678 -5.09051
H 0.35943 -4.87501 -3.83570
H -3.56324 5.20781 1.49730
C 3.89088 1.92202 -1.94860
Cl -0.01169 -1.68341 -7.20997
C -3.35555 -1.77477 -5.00745
H 6.17797 -4.44421 -2.97229